# 1
Here is 10 unconnected molecules or ions with the total composition C22H48N4O29S6 in a non-equilibrium geometry from the OMol25 dataset. Energies are from ωB97M-V with the def2-TZVPD basis set.

Geometry as XYZ:
```
109
Properties=species:S:1:pos:R:3:forces:R:3
C 8.048 0.761 4.034 0.38 -0.14 -0.86
N 8.311 -0.393 3.086 -0.03 -2.86 1.13
O 9.492 -0.475 2.679 -2.78 0.28 0.31
O 7.440 -1.294 3.005 2.10 2.28 -0.38
H 8.461 0.463 4.998 0.54 0.10 -0.32
H 7.004 0.990 4.251 -0.03 -0.27 -0.85
H 8.606 1.512 3.475 -0.19 0.59 0.94
C -1.651 4.019 -4.815 -0.52 0.79 1.22
C -1.230 4.982 -5.910 -1.58 -0.45 -0.65
O -1.556 4.264 -7.164 0.37 -0.51 0.75
S -2.839 3.258 -6.977 1.26 -0.47 -0.04
O -2.560 1.950 -7.586 -0.56 2.97 1.60
O -3.993 4.020 -7.377 0.77 -1.08 0.80
O -2.708 3.180 -5.287 0.04 -0.26 -2.49
H -2.136 4.601 -4.031 0.19 0.12 0.17
H -0.833 3.498 -4.318 -0.07 -0.61 -0.58
H -0.206 5.342 -5.812 0.05 -0.59 -0.63
H -1.889 5.850 -5.881 0.04 0.07 -0.13
C 3.400 1.862 9.143 -1.31 -0.13 -0.07
C 3.597 2.755 7.916 1.20 0.19 1.41
O 2.949 2.201 6.832 -1.43 -2.47 -1.02
S 2.355 0.675 7.192 -1.42 0.34 -0.33
O 2.732 -0.325 6.204 -0.09 2.06 2.14
O 0.927 0.873 7.465 2.79 -0.48 -0.13
O 3.229 0.542 8.595 -0.35 -0.40 -1.64
H 2.466 2.058 9.669 0.05 0.39 0.11
H 4.228 1.903 9.851 0.03 -0.33 -0.31
H 4.663 2.696 7.696 0.12 0.77 -0.05
H 3.190 3.747 8.108 0.41 0.09 -0.12
C -0.504 5.296 3.652 1.05 -1.37 1.43
C -0.778 6.749 3.514 -3.14 0.49 1.31
O -0.714 7.065 2.171 1.73 0.66 -3.42
S -0.741 5.749 1.160 -0.34 0.18 1.51
O 0.107 5.929 -0.019 -1.47 -0.47 3.10
O -2.128 5.353 1.009 1.83 0.47 -0.10
O -0.087 4.826 2.411 -0.25 -0.23 -3.74
H -1.337 4.751 4.095 -0.23 -0.11 -0.47
H 0.373 5.024 4.240 -0.08 0.51 0.52
H -0.357 7.384 4.293 1.24 0.34 -0.96
H -1.837 6.954 3.671 -0.36 -0.50 0.80
C -3.412 -3.699 4.020 -0.55 2.09 0.22
C -4.599 -3.952 4.984 0.45 1.28 0.69
O -4.503 -5.284 5.398 1.29 -2.26 0.22
S -2.931 -5.811 5.423 0.28 -0.58 -1.55
O -2.754 -7.126 4.807 -0.86 2.65 1.35
O -2.330 -5.584 6.725 -1.02 0.26 -2.04
O -2.479 -4.698 4.237 0.51 -2.61 1.47
H -2.877 -2.783 4.269 -0.40 0.34 0.40
H -3.671 -3.518 2.977 -0.17 -1.04 -0.19
H -5.621 -3.742 4.667 0.27 -0.36 -0.66
H -4.473 -3.344 5.879 0.18 0.25 0.05
C 7.771 -2.667 -2.913 0.44 -0.84 -1.20
C 6.553 -3.352 -2.268 -0.01 0.65 -0.09
O 7.069 -4.471 -1.563 1.03 -1.48 0.04
S 8.334 -5.135 -2.421 1.16 -0.63 1.42
O 7.867 -5.847 -3.588 0.12 1.37 0.99
O 9.286 -5.916 -1.565 -2.93 3.35 -2.09
O 8.845 -3.591 -2.795 1.25 -2.64 0.64
H 8.120 -1.746 -2.448 -0.34 -0.10 0.07
H 7.708 -2.582 -3.998 -0.70 0.68 0.08
H 5.786 -3.713 -2.953 0.18 0.25 -0.24
H 6.130 -2.610 -1.591 -0.21 -0.60 0.40
C 1.217 -0.796 -9.995 0.18 1.13 -1.09
C 2.485 -1.601 -9.996 -1.15 -0.26 -0.50
O 2.794 -1.645 -8.623 -0.21 -0.37 2.86
S 1.411 -1.738 -7.639 -1.99 -0.02 -0.32
O 1.224 -0.727 -6.604 1.56 -1.24 -1.94
O 1.092 -3.103 -7.208 1.16 2.47 -1.67
O 0.460 -1.230 -8.923 -0.19 -1.65 2.58
H 0.589 -0.917 -10.878 0.25 0.07 -0.08
H 1.486 0.248 -9.835 -0.17 0.27 -0.20
H 3.272 -1.106 -10.566 0.12 -0.17 0.35
H 2.251 -2.593 -10.383 0.44 -0.23 0.05
C -6.037 1.623 1.587 1.46 -3.58 -0.40
O -5.396 0.543 1.497 -1.46 2.46 0.39
N -7.356 1.721 1.832 -0.55 1.64 -0.07
C -7.926 3.052 1.793 -0.90 0.09 0.56
C -8.334 0.695 2.134 0.71 -1.26 -0.48
H -5.536 2.590 1.429 -0.17 -0.06 0.08
H -8.701 3.133 1.031 0.18 0.02 -0.37
H -7.206 3.865 1.691 0.10 -0.32 -0.11
H -8.471 3.188 2.727 0.06 0.32 0.22
H -9.013 0.458 1.316 0.16 0.36 -0.51
H -7.784 -0.231 2.302 -0.09 0.03 0.34
H -9.011 0.933 2.955 0.54 0.30 0.35
C -5.299 -3.588 -1.617 0.17 -0.90 -0.94
O -5.553 -4.277 -0.667 -0.53 -0.32 1.55
N -4.325 -3.942 -2.486 0.66 0.64 -2.63
C -3.928 -3.116 -3.665 -0.37 -0.46 0.95
C -3.440 -5.083 -2.311 0.61 0.32 1.75
H -5.932 -2.731 -1.893 0.44 0.26 -0.18
H -2.936 -2.693 -3.514 -0.02 0.27 0.20
H -4.668 -2.334 -3.837 0.13 -0.01 0.01
H -3.826 -3.738 -4.555 -0.35 -0.12 0.02
H -3.756 -5.733 -1.495 -0.47 0.06 -0.25
H -3.163 -5.686 -3.176 -0.70 0.36 -0.38
H -2.507 -4.666 -1.933 0.45 -0.07 -0.07
C 2.670 0.520 1.217 0.09 -0.07 -2.09
O 3.808 0.537 0.779 -0.29 -0.08 0.48
N 1.565 0.218 0.458 -0.54 0.49 1.25
C 1.494 -0.244 -0.930 1.56 -0.97 1.17
C 0.294 0.301 1.103 -1.06 0.06 0.11
H 2.381 0.811 2.239 0.17 -0.12 0.02
H 2.428 0.125 -1.354 -0.42 -0.09 -0.79
H 0.553 -0.118 -1.466 0.16 1.22 0.26
H 1.522 -1.332 -0.879 0.47 -0.32 -0.18
H -0.222 -0.658 1.049 -0.26 -0.02 -0.17
H 0.297 0.560 2.162 0.58 0.04 -0.03
H -0.282 1.081 0.605 -0.44 -0.13 -0.02
```
Positions in Å, forces in eV/Å.

Values from the calculation:
orbital gap: 0.3297 hartree
max |F|: 4.91 eV/A
multiplicity: 1
energy: -5656.71088 a.u.
SMILES: C[N+](=O)[O-].O=S1(=O)OCCO1.O=S1(=O)OCCO1.O=S1(=O)OCCO1.O=S1(=O)OCCO1.O=S1(=O)OCCO1.O=S1(=O)OCCO1.CN(C)C=O.CN(C)C=O.CN(C)C=O
E_HOMO: -9.054 eV

---

# 2
Here is 4 unconnected molecules or ions with the total composition C22H49F3N5O5S in a non-equilibrium geometry from the OMol25 dataset. Energies are from ωB97M-V with the def2-TZVPD basis set.

Geometry as XYZ:
```
85
Properties=species:S:1:pos:R:3:forces:R:3
C 4.021 -0.271 2.898 -0.33 -0.19 -0.27
C 3.477 -0.336 1.445 0.73 0.07 0.68
C 3.944 0.846 0.571 -0.54 -0.44 -0.29
C 2.794 1.669 -0.052 0.87 0.30 -0.71
C 2.830 3.166 0.313 -0.42 -0.25 0.63
C 1.447 3.763 0.582 0.35 0.01 -0.27
C 0.646 4.014 -0.690 0.21 0.12 0.53
N 0.141 2.771 -1.285 0.00 0.23 -0.21
C -0.840 2.088 -0.757 0.90 0.65 -0.14
N -1.482 2.437 0.364 -0.44 -0.48 -0.06
C -2.416 1.503 0.516 0.97 1.13 -0.02
N -2.410 0.584 -0.426 -1.16 -0.55 0.68
C -3.359 -0.553 -0.506 0.63 -0.66 -0.60
C -2.990 -1.720 0.393 -0.91 -0.25 0.46
C -2.971 -1.401 1.893 1.31 0.55 -0.16
N -1.567 -1.177 2.316 -0.45 -0.27 -0.33
N -1.370 0.912 -1.276 0.23 0.21 0.07
S -0.883 0.074 -2.627 -0.17 -0.34 -2.45
O -1.995 -0.259 -3.436 -0.71 -0.56 0.89
O 0.133 0.817 -3.280 0.70 0.55 0.96
C -0.081 -1.494 -1.982 0.71 -0.17 0.60
F 0.057 -1.403 -0.667 -0.36 0.01 -0.01
F 1.145 -1.575 -2.497 -0.64 -0.06 -0.28
F -0.807 -2.550 -2.313 0.22 0.48 0.07
H 4.644 0.606 3.048 0.07 0.07 0.08
H 4.622 -1.153 3.102 0.11 0.00 0.16
H 3.221 -0.252 3.635 -0.04 0.06 0.08
H 3.860 -1.266 1.035 -0.12 -0.08 -0.29
H 2.394 -0.439 1.455 -0.13 0.14 -0.06
H 4.607 1.509 1.119 0.01 0.05 0.23
H 4.556 0.432 -0.228 0.08 0.08 -0.14
H 1.826 1.218 0.166 -0.05 0.00 0.25
H 2.933 1.597 -1.133 -0.34 -0.06 -0.15
H 3.352 3.758 -0.436 0.09 -0.02 -0.13
H 3.401 3.267 1.235 0.08 0.07 0.07
H 0.918 3.089 1.252 -0.24 0.07 0.12
H 1.553 4.717 1.094 -0.01 0.11 0.05
H -0.165 4.713 -0.511 -0.31 -0.14 0.02
H 1.295 4.472 -1.428 -0.03 -0.07 -0.26
H 0.580 2.499 -2.153 -0.27 -0.17 -0.09
H -3.086 1.541 1.356 -0.39 -0.36 -0.08
H -3.375 -0.900 -1.537 -0.10 0.23 -0.13
H -4.343 -0.159 -0.277 -0.05 0.19 0.10
H -3.767 -2.469 0.227 -0.10 0.00 -0.23
H -2.058 -2.192 0.103 0.15 0.08 0.04
H -3.539 -0.506 2.145 -0.45 -0.12 -0.13
H -3.403 -2.201 2.479 -0.03 -0.20 -0.01
H -1.378 -1.672 3.174 0.17 0.23 0.16
H -1.378 -0.192 2.431 0.13 -0.01 0.37
C -0.623 3.772 -5.772 -0.10 0.02 0.17
C 0.688 4.404 -5.331 -0.06 -0.36 -0.45
C 1.739 4.324 -6.426 0.16 0.09 0.10
O 1.168 3.751 -4.149 -0.01 0.03 0.49
H -0.480 2.713 -6.003 0.06 0.03 -0.09
H -1.365 3.833 -4.974 -0.01 0.07 -0.02
H -1.023 4.268 -6.656 0.00 -0.02 0.00
H 0.520 5.446 -5.061 0.06 -0.03 0.17
H 1.953 3.282 -6.677 -0.10 -0.01 -0.04
H 2.674 4.775 -6.092 -0.03 0.05 -0.01
H 1.408 4.836 -7.329 -0.01 -0.02 0.00
H 1.326 2.826 -4.371 0.05 0.00 -0.20
C -2.893 -2.349 5.829 0.10 0.03 -0.15
C -3.221 -0.864 5.771 -0.38 -0.35 0.29
C -3.923 -0.405 7.038 0.01 0.20 -0.02
O -4.043 -0.590 4.630 0.24 0.15 -0.12
H -3.808 -2.940 5.921 -0.02 0.03 0.09
H -2.393 -2.673 4.914 0.04 0.00 0.03
H -2.246 -2.579 6.675 -0.01 -0.02 0.00
H -2.303 -0.291 5.633 -0.05 0.06 -0.14
H -4.869 -0.939 7.166 0.05 -0.09 0.02
H -4.157 0.658 6.982 0.05 0.01 0.00
H -3.305 -0.580 7.919 -0.02 -0.02 0.01
H -4.862 -1.087 4.735 -0.04 0.03 0.07
C 2.855 -5.651 -1.627 0.15 0.03 0.12
C 1.664 -5.409 -0.714 -0.06 0.06 -0.66
C 0.370 -5.883 -1.358 -0.13 0.02 0.16
O 1.569 -4.018 -0.397 -0.05 0.03 0.52
H 2.740 -5.097 -2.564 -0.09 -0.06 -0.03
H 3.775 -5.302 -1.156 -0.01 -0.04 0.04
H 2.965 -6.710 -1.864 0.00 0.01 -0.03
H 1.815 -5.930 0.231 -0.01 0.15 0.09
H 0.181 -5.337 -2.287 0.10 -0.06 -0.05
H -0.477 -5.699 -0.695 0.02 -0.04 0.03
H 0.408 -6.948 -1.587 -0.01 0.01 -0.03
H 1.438 -3.525 -1.209 0.18 -0.20 -0.18
```
Positions in Å, forces in eV/Å.

Values from the calculation:
relative energy (zero: lowest compared OMol25 entry of this formula, charge and spin): 0.0 kcal/mol
orbital gap: 0.3275 hartree
max |F|: 2.48 eV/A
charge: +1
multiplicity: 1
energy: -2215.12451 a.u.
E_HOMO: -12.178 eV